ORCA calculation (ωB97M-V with the def2-TZVPD basis set) on a molecular structure, C45H93KN2O15S6 in a non-equilibrium geometry.

2S+1   1
ΔE to the lowest compared entry with this formula, charge and spin   0.0 kcal/mol
Highest occupied orbital energy   -7.58 eV
LUMO energy   -0.15 eV
Total charge   0
HOMO-LUMO gap   7.433 eV

CARTESIAN COORDINATES (ANGSTROEM)
K -2.6638 2.6813 -1.7842
C -0.6537 -0.3019 1.6676
C -0.1840 0.7842 0.6923
C 0.7299 0.1784 -0.3837
O -1.1837 1.5480 0.1724
H 0.1836 -0.7368 2.2335
H -1.2416 -1.1257 1.2517
H -1.2263 0.2023 2.4536
H 0.4129 1.4604 1.3590
H 1.7412 -0.0974 -0.0621
H 0.8858 0.9130 -1.1828
H 0.2309 -0.7005 -0.7963
C 1.4364 3.9168 3.7914
C 1.6934 4.8858 4.9302
C 0.4351 5.7678 4.9582
S -0.9247 4.6006 4.8447
O -1.9738 5.1524 4.0261
O -1.1216 4.1065 6.1857
C 0.0340 3.3304 3.9375
H 2.1835 3.1327 3.6693
H 1.4659 4.4975 2.8624
H 2.5269 5.5563 4.7202
H 1.8174 4.4103 5.9042
H 0.4403 6.2851 3.9963
H 0.2960 6.3595 5.8548
H -0.3265 3.0069 2.9546
H -0.0656 2.3836 4.4760
C 3.2159 0.1142 2.9916
C 4.2079 0.1421 4.1798
C 4.5361 -1.2813 4.6191
S 4.4247 -2.2622 3.1137
O 3.5169 -3.3499 3.3336
O 5.7387 -2.5183 2.5891
C 3.7031 -0.9939 2.0661
H 3.2114 1.1063 2.5505
H 2.2525 -0.1492 3.4408
H 3.9883 0.8396 4.9856
H 5.1495 0.5518 3.7742
H 3.7884 -1.6714 5.3085
H 5.5384 -1.4468 5.0034
H 2.9778 -1.3813 1.3593
H 4.5833 -0.5832 1.5657
C -3.7195 1.8443 2.5033
C -4.5283 2.8721 3.3267
C -5.1709 3.7711 2.2966
S -5.5431 2.6671 0.8896
O -4.8405 3.2349 -0.2489
O -6.9447 2.4107 0.6971
C -4.7351 1.2208 1.5762
H -3.1229 1.1632 3.1050
H -2.9878 2.3741 1.8756
H -3.8369 3.3860 3.9911
H -5.2424 2.2997 3.9237
H -4.4781 4.5354 1.9586
H -6.1327 4.1940 2.5811
H -4.3874 0.5736 0.7755
H -5.5422 0.7577 2.1498
C -3.6160 -3.2513 2.7299
C -4.8313 -4.0341 3.2941
C -4.4971 -5.5069 3.4371
S -2.9540 -5.7982 2.5591
O -3.1780 -6.8119 1.5563
O -1.8646 -5.9713 3.4822
C -2.9639 -4.1791 1.7146
H -2.8786 -3.0937 3.5175
H -3.9354 -2.3099 2.2900
H -5.7613 -3.8805 2.7483
H -5.0162 -3.5281 4.2477
H -5.2575 -6.1334 2.9785
H -4.3947 -5.8189 4.4753
H -3.5317 -4.3376 0.8024
H -1.9037 -3.9794 1.5549
C -1.9626 -2.2043 -2.8512
C -2.8294 -1.9532 -4.1010
C -4.1860 -1.4062 -3.6375
S -3.9486 -0.7987 -1.9560
O -4.5494 -1.6566 -0.9640
O -4.2189 0.6227 -1.8872
C -2.1701 -1.0465 -1.9139
H -0.9325 -2.3751 -3.1456
H -2.3257 -3.1071 -2.3534
H -2.8909 -2.9050 -4.6228
H -2.4160 -1.1812 -4.7506
H -5.0035 -2.1236 -3.6960
H -4.5423 -0.5214 -4.1645
H -1.9093 -1.1666 -0.8673
H -1.7313 -0.1118 -2.2679
C 4.5540 1.3240 -1.2306
C 5.1186 -0.0710 -1.4562
C 4.2497 -0.6947 -2.5387
S 3.9877 0.6282 -3.7172
O 2.5794 0.6578 -4.0463
O 4.9339 0.5521 -4.8016
C 4.4422 1.9661 -2.5946
H 5.1529 1.9159 -0.5358
H 3.5795 1.2859 -0.7298
H 5.1176 -0.6917 -0.5599
H 6.1599 0.0012 -1.7823
H 3.2821 -0.9544 -2.1068
H 4.6380 -1.5662 -3.0590
H 3.7877 2.8233 -2.7393
H 5.4153 2.3008 -2.9643
C 0.7363 -6.8293 -4.8995
C 0.7796 -6.7770 -3.3658
C 1.9255 -7.6973 -2.9273
C 2.2927 -7.4763 -1.4729
C 2.7303 -6.0379 -1.3158
C 1.6176 -5.0481 -1.6509
N 1.0398 -5.4074 -2.9459
O -0.0198 -4.5274 -3.2653
C 0.5974 -4.9598 -0.4982
C 2.2783 -3.6636 -1.8023
C -0.5617 -7.3189 -2.8524
H -0.0155 -6.1020 -5.2347
H 0.3270 -7.7795 -5.2412
H 1.6819 -6.5822 -5.3760
H 1.5960 -8.7295 -3.0728
H 2.8037 -7.5500 -3.5609
H 3.0357 -8.1691 -1.0747
H 1.4250 -7.6383 -0.8226
H 3.5892 -5.8595 -1.9741
H 3.1109 -5.8625 -0.3074
H -0.0801 -4.1253 -0.6964
H -0.0185 -5.8558 -0.4624
H 1.1221 -4.8073 0.4430
H 1.5252 -2.8894 -1.9508
H 2.8057 -3.4551 -0.8658
H 2.9942 -3.6821 -2.6223
H -0.8379 -8.2860 -3.2677
H -1.3773 -6.6363 -3.1158
H -0.5899 -7.3127 -1.7630
H 0.1276 -4.3191 -4.1915
C 0.8097 6.7072 0.1645
C -0.3541 5.8628 -0.3836
C -1.2928 6.7006 -1.2662
C -0.7367 7.0312 -2.6424
C -0.3570 5.7231 -3.3148
C 0.6660 4.9195 -2.5291
N 0.1120 4.7132 -1.1825
O 0.8995 3.8326 -0.4016
C 0.7916 3.5509 -3.1775
C 2.0547 5.5808 -2.5643
C -1.1983 5.3052 0.7454
H 0.7245 7.7548 -0.1408
H 1.7933 6.3435 -0.1032
H 0.7221 6.7562 1.2550
H -2.2234 6.1303 -1.3966
H -1.6023 7.5697 -0.6799
H 0.1706 7.6219 -2.4833
H -1.4576 7.5824 -3.2420
H 0.0949 5.9509 -4.2881
H -1.2630 5.1502 -3.5395
H -0.2252 3.1708 -3.2646
H 1.2502 3.4836 -4.1660
H 1.3587 2.8220 -2.5973
H 2.7447 4.9965 -1.9457
H 2.4534 5.5051 -3.5790
H 2.1202 6.6057 -2.2073
H -1.9907 4.6236 0.4205
H -1.8007 6.0977 1.1998
H -0.6062 4.7318 1.4538
H 0.3343 3.0346 -0.3511